Entry 1:
DFT (the ωB97M-V functional and the def2-TZVPD basis) results for a molecular structure, C24H37BrFN2O4ReSi.

Atoms and positions in Å:
C (1.0893, 1.8321, 1.7478)
N (0.6925, -4.7651, -0.2725)
H (-4.0148, -0.0408, -2.2561)
H (3.9935, -0.3163, 0.3153)
C (2.6285, 1.3280, -0.0564)
H (-4.8277, -2.3284, 2.5377)
H (1.2753, 0.5825, 3.5180)
C (1.6478, -4.8752, 0.7260)
H (-4.6823, 0.4099, 2.8108)
C (-7.4972, -0.4822, -2.2172)
N (1.4082, -5.8504, 1.6428)
C (-6.0586, -0.7085, -1.6964)
C (0.8194, -2.3899, -0.6214)
H (3.1280, -0.7870, 2.5848)
H (3.0360, 1.5476, -1.0369)
H (1.9993, -3.8003, -1.5698)
H (-7.7001, -1.9984, 0.7684)
H (-7.7482, 0.5728, -2.3396)
H (-5.8426, -0.6042, 3.6626)
H (-4.7466, 2.4628, -1.7575)
H (-8.2486, -0.9451, -1.5730)
C (-0.7310, -6.3924, 0.6988)
H (2.1266, -6.0007, 2.3405)
H (-1.2118, -5.3385, -1.0559)
H (-4.9027, -0.9177, -3.4966)
H (-7.5045, 3.4341, 0.6296)
Br (-1.5565, 0.1793, 0.1196)
H (-3.9395, -1.6163, 1.1940)
H (-7.6492, 1.8998, 1.4680)
C (0.9596, -3.7391, -1.2326)
H (-6.4827, 2.3296, -2.1176)
H (-3.9182, 2.1684, 0.7861)
C (-0.5066, -5.4995, -0.2526)
H (-4.8362, 3.6657, 0.7992)
C (1.5996, 2.1201, 0.4679)
C (-5.7058, 0.0339, 2.7855)
C (2.6835, 0.0058, 1.9920)
C (3.1712, 0.2706, 0.7106)
C (-5.7510, 2.6512, -1.3789)
C (-7.4157, 2.3513, 0.5018)
O (1.0044, -1.2755, -1.2492)
C (0.2602, -6.6742, 1.7523)
H (0.3210, 2.4660, 2.1735)
H (-6.5091, -2.6986, -0.8543)
O (0.5107, -2.1665, 0.5988)
O (2.6003, -4.1076, 0.7466)
F (-1.8588, -7.0779, 0.7464)
C (-5.0093, -0.1778, -2.6990)
C (-5.9848, -0.8175, 1.5378)
H (-8.1645, -0.6524, 1.8231)
C (1.6270, 0.7696, 2.5105)
H (-5.8601, 3.7357, -1.2860)
H (-5.9904, -2.6853, -2.5258)
H (-5.3074, 0.7538, -3.1679)
C (-4.9145, 2.5877, 0.9684)
H (-8.1801, 2.0531, -0.2201)
C (-5.9845, 2.0295, 0.0061)
H (-7.5811, -0.9494, -3.2023)
Si (-5.9519, 0.1676, -0.0519)
O (0.1459, -7.4809, 2.6223)
C (-4.9328, -1.9528, 1.5165)
H (-4.7956, -2.4527, -1.2535)
H (1.2244, 2.9650, -0.0976)
Re (0.7383, -0.1585, 0.4063)
H (-6.3942, 0.8699, 2.8947)
C (-5.8202, -2.2224, -1.5500)
H (-5.1691, 2.4488, 2.0133)
C (-7.4069, -1.4191, 1.6459)
H (-7.4244, -2.0990, 2.5023)
H (-5.2309, -2.7906, 0.8955)
H (0.3191, -3.8161, -2.1134)

Properties
LUMO (alpha / beta) (eV): -12.828 / -12.448
2S+1: 2
Charge: +3
E (eV): -119398.55120
Kohn-Sham gap (alpha / beta) (eV): 3.4 / 3.8

=====

Entry 2:
DFT (the ωB97M-V functional and the def2-TZVPD basis) results for a molecular structure, C24H37Cl2N7PrS4 at a distorted geometry.

Atoms and positions in Å:
C (-5.3068, 0.3133, -1.1107)
C (-2.5289, 1.2542, -2.7243)
C (1.8672, -2.9879, 0.2272)
H (-5.3835, -0.0610, -0.0860)
H (-1.5328, -2.6744, 0.7824)
H (-3.4868, 1.2511, 0.4897)
C (-0.3758, 4.1659, 2.6345)
H (3.4987, -1.8054, -0.5554)
C (-3.1324, -0.5941, -1.3326)
N (-3.8600, 1.2815, -3.2859)
N (-4.4651, -0.5852, -1.8949)
H (-1.5968, 5.7567, -0.6418)
H (1.4369, -3.2386, 1.1953)
C (-3.4288, 1.6333, -0.5372)
H (-2.1227, 2.2706, -2.7562)
C (-0.2019, 3.3729, 1.4444)
C (-2.1339, -0.3039, 2.8067)
C (-1.4358, 5.9818, 1.4866)
H (-5.7020, 2.1787, -2.8864)
H (2.0395, 2.1040, -3.7587)
H (-3.0357, 2.6569, -0.5114)
N (-2.5081, 0.7553, -1.3193)
H (-0.0715, -2.6112, -2.9583)
N (-2.5793, -1.3573, 3.5257)
Pr (-0.1949, 0.7691, -0.0027)
H (2.1610, -3.9041, -0.2837)
H (-2.5051, -1.2717, -1.9248)
C (-4.4082, -0.0660, -3.2573)
C (1.7976, -1.5625, -3.0969)
C (3.6522, 1.9239, 0.5069)
C (-1.2754, 5.3094, 0.2866)
H (3.8067, -2.5733, 1.0220)
C (-1.8131, -2.0746, 1.6269)
H (4.6803, 0.5451, 1.7776)
H (3.8658, 0.3403, -2.0361)
C (-2.2069, 1.0896, 3.2933)
H (3.0465, 2.3785, 1.2975)
H (4.2571, 1.9650, -2.6407)
H (2.9482, 0.6946, -4.3604)
N (0.3394, 2.1888, 1.4544)
C (-0.6736, 4.0734, 0.2800)
C (4.0523, 0.5122, 0.8852)
H (4.6095, 0.0187, 0.0888)
H (-3.7739, -0.7177, -3.8655)
H (-2.6558, -3.4680, 3.1275)
H (-3.0703, 1.6059, 2.8707)
S (2.5359, 2.0670, -0.9238)
H (-3.1962, -0.9715, -0.3077)
Cl (0.2398, 3.4659, 4.1008)
H (-2.9804, -1.3055, 4.4500)
S (1.0162, 0.1022, -3.0795)
H (-1.0536, 5.9177, 3.6006)
C (2.4662, 1.1389, -3.4871)
H (1.3400, -3.5838, -2.4972)
C (-4.6956, 2.1508, -2.4663)
S (2.5808, -0.5192, 1.2863)
N (-1.6521, -0.7090, 1.6408)
C (3.0583, -2.0708, 0.4058)
S (0.4721, -2.2718, -0.7084)
C (3.4464, 1.3004, -2.3388)
Cl (-0.4249, 3.2411, -1.2530)
H (-1.3018, 1.6286, 2.9943)
H (-4.2822, 3.1631, -2.4715)
H (-2.3010, 1.1093, 4.3757)
H (-5.4160, -0.0528, -3.6729)
H (-1.9051, 6.9509, 1.5087)
H (1.9687, -1.8339, -4.1391)
H (4.5368, 2.5347, 0.3251)
H (-1.8978, 0.6039, -3.3437)
H (2.7545, -1.4946, -2.5826)
C (-0.9640, 5.3990, 2.6596)
H (-6.3030, 0.3404, -1.5557)
N (-4.7639, 1.6646, -1.0928)
C (0.8934, -2.5924, -2.4535)
C (-2.3812, -2.4908, 2.7892)

Properties
LUMO (alpha / beta) (eV): -2.072 / -2.071
2S+1: 3
Charge: +1
E (eV): -118370.14611
Kohn-Sham gap (alpha / beta) (eV): 6.7 / 6.7

=====

Entry 3:
DFT (the ωB97M-V functional and the def2-TZVPD basis) results for a molecular structure, C24H37GeN3O9PS5Zr at a distorted geometry.

Atoms and positions in Å:
H (-3.0820, -1.1877, 3.0929)
O (-1.2746, 3.6400, -2.9543)
O (0.6825, -4.7940, 3.0093)
H (-5.9053, -0.8898, -0.5267)
H (0.5376, -1.8060, -0.1363)
C (-1.6856, -6.3980, 0.8027)
O (2.1478, 1.8015, 0.2197)
H (-1.2351, -6.5544, -1.3009)
C (-2.9728, 2.4082, 4.3973)
H (1.0075, -2.7323, 3.2337)
H (0.9700, 3.0000, 3.7548)
H (4.6375, 1.2777, 4.9980)
C (4.2874, 0.6466, 4.1933)
H (-1.7204, -7.4739, 0.9872)
H (0.9531, -3.7078, 4.7089)
H (0.0745, 2.3455, 5.1271)
N (2.9009, 0.5194, 4.0655)
C (-2.7217, 0.1150, -0.9556)
H (0.2988, 4.1024, 4.9761)
H (0.3303, 5.3560, -3.4205)
O (2.1096, 0.5484, -1.8532)
Ge (-1.5168, 3.2826, 3.3628)
O (-0.3573, 1.9527, -1.4253)
C (-1.9834, -6.0908, -0.6542)
C (-4.8787, -0.6271, -0.2991)
C (3.1815, -0.8175, 2.1061)
S (-0.4663, 3.4603, -1.7259)
H (4.5601, 3.0640, -2.5055)
C (5.1129, -0.0300, 3.3504)
C (0.1355, 3.1669, 4.4229)
H (-2.0160, 0.4504, -1.7010)
C (2.8358, -3.8251, 3.6627)
C (2.4313, 5.3308, -3.8155)
H (-1.2839, 5.7324, 2.6432)
C (3.6358, 3.5870, -2.7098)
H (3.3005, -2.9900, 4.1953)
C (1.2661, 3.7815, -2.3404)
H (-1.5881, -0.6538, 2.5898)
H (-1.9643, -5.0129, -0.8150)
C (-1.2577, 2.6819, 1.5310)
P (0.0073, -4.4637, 1.5709)
S (1.4036, -3.8165, 0.3220)
S (-1.6134, -3.3601, 1.8048)
H (5.2402, -1.3324, 1.6156)
C (2.4788, 3.1273, -2.0804)
H (2.3003, 1.1953, 4.5009)
C (4.5896, -0.8105, 2.3038)
H (0.9113, -0.6903, -1.1540)
H (2.3903, 6.1815, -4.4849)
H (-4.3372, -0.1110, -2.3311)
C (3.6271, 4.6751, -3.5650)
N (-2.2490, 0.0469, 0.2970)
Zr (0.0241, 1.2239, 0.5281)
S (0.6142, -0.0156, 2.8344)
C (2.3525, -0.1378, 2.9499)
S (2.7745, 1.6171, -1.1122)
O (0.2622, -0.9126, -0.4545)
H (-2.0000, 3.1571, 0.8675)
H (-3.1364, 2.9546, 5.3328)
C (-1.9827, 5.2183, 3.3072)
H (-5.0386, -1.0959, 1.7902)
O (4.2059, 1.4912, -1.0251)
H (3.1364, -4.7644, 4.1373)
C (1.2765, 4.8734, -3.2057)
H (-1.9110, 5.6708, 4.3017)
N (-2.5925, -0.5103, 2.5292)
O (-0.3673, -5.9984, 1.1665)
H (-2.6912, 1.3842, 4.6319)
C (-3.0719, -0.3986, 1.2621)
C (1.3257, -3.6854, 3.6849)
H (-2.4113, -5.9039, 1.4500)
H (-3.9170, 2.3839, 3.8442)
C (-4.4108, -0.7342, 0.9863)
H (4.5491, 4.9978, -4.0324)
H (-2.9726, -6.4699, -0.9275)
H (6.1829, 0.0636, 3.4934)
H (3.1905, -3.8160, 2.6350)
H (-2.9975, 5.3749, 2.9312)
O (0.0530, 3.1120, 1.1595)
C (-4.0175, -0.1998, -1.3019)
H (2.7381, -1.3621, 1.2830)

Properties
LUMO (alpha / beta) (eV): 4.356 / 4.354
2S+1: 2
Charge: -2
E (eV): -169656.08256
Kohn-Sham gap (alpha / beta) (eV): 4.7 / 7.2

=====

Entry 4:
DFT (the ωB97M-V functional and the def2-TZVPD basis) results for a single C24H37N3O6S molecule at a distorted geometry.

Atoms and positions in Å:
C (-2.1814, 1.0112, 2.2913)
H (4.4393, -1.4615, 3.3977)
C (2.6447, 0.3129, 4.4576)
H (2.0747, -6.3454, 1.2125)
C (-1.3749, 1.8989, -5.2325)
H (0.5811, -5.1647, 2.6915)
C (-2.3297, 4.1931, -5.5290)
C (1.2475, -5.8391, 0.7142)
C (-2.3251, 2.5360, 2.1366)
N (1.2623, -1.0652, 1.1727)
H (1.7221, 0.5199, 4.9901)
C (-1.3155, 3.3092, 3.0012)
H (-1.2201, 1.8637, -6.3008)
O (-0.9636, -0.2034, -0.6869)
C (1.7834, -4.9152, -0.3765)
H (-0.4656, 3.6860, -0.1883)
H (-0.1741, -2.4395, 0.5553)
C (-1.2206, 0.8861, -3.0817)
C (-0.2331, 3.7067, 1.9992)
C (1.5846, -0.5472, -0.0281)
H (1.9959, -1.6292, 3.8285)
H (-2.8663, 0.5182, 1.5967)
C (-1.0127, 0.8212, -4.4471)
H (-0.5772, -0.0709, -4.8675)
C (-2.1414, 3.0730, -3.2853)
H (0.9860, -4.6545, -1.0878)
H (0.5521, -6.5806, 0.3300)
C (0.0078, 0.1066, 2.9198)
O (-2.0804, 2.9014, 0.7812)
H (-0.9332, 2.6924, 3.8107)
H (2.1419, -3.4325, 2.3038)
O (-1.2814, -1.7194, -2.5669)
H (-1.7845, 4.1976, 3.4257)
H (-0.5920, 0.5921, 1.0167)
H (-3.0721, 3.8809, -6.2620)
H (-2.7442, 5.0048, -4.9378)
H (-3.3607, 2.8067, 2.3869)
C (1.4015, -0.1914, 2.3350)
H (-1.4631, 4.5640, -6.0740)
H (1.7970, 0.7545, 1.9427)
H (2.6306, -5.3254, -0.9276)
N (0.9457, -0.5850, -2.3550)
H (-1.4901, 4.8732, 0.6640)
O (1.9637, 0.6103, -0.1617)
H (1.3513, 0.3447, -2.2790)
H (-0.4367, -4.6372, 1.3436)
C (0.5899, -4.8318, 1.6566)
H (-2.5829, 3.9461, -2.8287)
H (3.6059, -1.7740, 1.8720)
H (4.1621, -0.1489, 2.2510)
H (3.0192, 1.2387, 4.0251)
C (-1.0470, 3.8668, 0.7186)
C (-1.9422, 3.0369, -4.6603)
C (2.4089, -0.7283, 3.3641)
H (-2.4151, 0.7227, 3.3188)
H (-1.9389, 2.0126, -1.4199)
O (2.2384, -3.7626, 0.3066)
C (-1.7823, 1.9982, -2.4877)
S (-0.7206, -0.4941, -2.0807)
H (3.3796, -0.0567, 5.1688)
C (0.5511, -2.3116, 1.3642)
C (1.4996, -1.4045, -1.2876)
H (0.4940, 2.9045, 1.8798)
H (-0.0058, -2.2304, 2.3011)
H (2.5091, -1.7229, -1.5595)
C (1.4444, -3.5627, 1.4687)
H (0.8629, -2.2777, -1.1944)
N (-0.8347, 0.5946, 1.9993)
O (-0.2885, -0.0567, 4.0898)
H (0.2866, 4.6214, 2.2753)
C (3.7343, -1.0544, 2.6763)

Properties
LUMO (eV): 0.657
SMILES string: Cc1ccc(S(=O)(=O)NCC(=O)N(C[C@H]2CCCO2)[C@@H](C(=O)NC[C@H]2CCCO2)C(C)C)cc1
E (eV): -53079.98399
Kohn-Sham gap (eV): 9.6

=====

Entry 5:
DFT (the ωB97M-V functional and the def2-TZVPD basis) results for a molecular structure, C24H38CuN3O2S4Sb.

Atoms and positions in Å:
C (-2.2348, 5.1996, -1.1476)
H (-0.2931, -3.7185, -2.2002)
H (-0.1894, -2.0304, -1.6481)
H (-2.9509, 2.1409, 2.1952)
C (-6.3475, 0.8650, -2.3970)
C (-2.0811, 0.6788, -2.0364)
C (2.8882, -4.2968, -0.4307)
H (-2.2519, -0.2562, 3.6470)
H (-4.2257, -1.3049, 2.6326)
H (-2.5403, -4.8302, -2.4740)
H (-3.8621, 4.7241, -2.2421)
H (1.8675, 2.8067, 1.2373)
C (-4.0460, 1.0460, -3.4017)
Sb (2.7425, -0.5724, 1.9917)
H (-0.3720, -5.6383, -0.5450)
H (3.7949, -4.5076, -1.0087)
H (-4.9480, 0.3579, -0.2215)
O (-1.5518, -3.7688, 0.9584)
H (-4.1874, 1.1433, 2.9765)
H (-4.6269, -1.1514, 0.9186)
H (2.6822, -3.2237, -0.4974)
N (-0.0610, 2.6466, 0.5717)
H (-1.1070, 0.3303, -4.6365)
C (1.1572, 4.6895, 0.4017)
Cu (-0.1677, 0.5571, 0.4126)
C (0.4477, -5.0598, -0.1070)
C (-2.9929, -4.1255, -1.7637)
C (1.7165, -5.1288, -0.9555)
C (-1.0661, 4.5794, -0.4313)
C (-2.2078, -2.8153, -1.7274)
H (3.0875, -4.4969, 0.6241)
C (-4.2716, 0.5316, -1.0413)
C (-1.1019, 3.2668, 0.0123)
H (-2.6048, -2.1540, -0.9570)
H (-3.0047, -4.5920, -0.7788)
C (-1.7593, 1.1901, -4.4652)
H (-3.1952, -2.0748, 1.4159)
S (1.9547, 1.0897, 3.3901)
C (-4.8402, 0.8161, -2.2780)
H (-1.0801, 0.6370, 2.6601)
H (-2.9276, 3.3377, -1.7960)
C (0.0838, 5.3089, -0.2116)
N (-3.1006, 4.3342, -1.7171)
C (1.0542, 3.3488, 0.7620)
S (-0.2715, -3.4320, 0.2145)
H (-1.2745, -1.1125, 2.4370)
H (-1.9949, 2.6613, -0.0681)
H (2.0804, 5.2232, 0.5916)
H (1.4831, -4.8269, -1.9811)
S (1.7055, -0.4888, -0.1598)
H (-4.3963, 1.6643, 1.2979)
C (-3.7998, -1.1887, 1.6286)
H (-2.3494, 1.3585, -5.3691)
H (-6.7881, -0.1169, -2.2009)
H (2.0062, -6.1824, -1.0081)
H (-0.9947, 0.6043, -1.9627)
S (2.6839, -2.6875, 2.9115)
H (-4.0261, -3.9502, -2.0834)
O (-2.3663, 6.4158, -1.2142)
H (0.6412, -5.4203, 0.9066)
H (-2.3333, -2.2907, -2.6772)
H (-1.1122, 2.0582, -4.3152)
H (-4.4969, 1.2711, -4.3652)
C (-2.8464, 0.4606, -0.8338)
C (-2.8989, 0.0601, 1.5978)
H (-6.7796, 1.5632, -1.6750)
C (-2.6510, 0.9610, -3.2653)
C (-0.7097, -2.9831, -1.5060)
C (-3.6636, 1.3258, 2.0308)
H (0.1195, 6.3455, -0.5278)
C (-1.8108, -0.1798, 2.6459)
H (-6.6544, 1.1769, -3.3985)
N (-2.1871, 0.2453, 0.3153)

Properties
LUMO (alpha / beta) (eV): 4.254 / 4.251
2S+1: 2
Charge: -2
E (eV): -128592.36003
Kohn-Sham gap (alpha / beta) (eV): 5.1 / 5.8

=====

Entry 6:
DFT (the ωB97M-V functional and the def2-TZVPD basis) results for a molecular structure, C24H38N2O5Re at a distorted geometry.

Atoms and positions in Å:
C (0.3557, -2.0739, -3.1838)
H (-3.4480, -1.9837, -1.4623)
C (2.5386, -1.7358, 1.2216)
H (3.1755, -2.5190, 1.6370)
C (0.8547, 0.3443, -3.4500)
H (-3.5576, -0.4069, 1.9673)
H (2.3358, 1.8324, 2.7560)
H (2.7870, 1.1230, -1.3636)
C (2.9956, 1.3834, -0.3440)
H (-0.7259, -1.9288, -3.2436)
C (0.5497, -2.9171, 2.0407)
H (2.8750, -1.5282, -1.4518)
C (0.2574, -0.6701, -1.2046)
C (1.4749, -3.5532, -0.1634)
N (2.1272, 1.3536, 0.6511)
H (2.8337, -1.8963, -3.1635)
H (0.3482, -2.1336, 2.7762)
O (0.0379, 1.2600, 4.6198)
H (1.1168, 1.2895, -2.9612)
C (-3.9316, 0.2247, 1.1563)
C (-3.3653, -0.1902, -0.1993)
H (0.4727, 4.8548, -1.1382)
O (0.1699, 2.6520, -0.3969)
H (-4.9600, -1.5725, -0.6481)
C (-1.8543, -0.3414, -0.2302)
O (0.4041, 0.7523, 2.4709)
C (2.5575, -1.1494, -2.4180)
H (-3.6430, -2.3122, 0.2696)
H (0.7349, -2.1814, -4.2015)
C (-0.9936, 0.0311, -1.2793)
C (-3.8758, -1.6071, -0.5302)
H (-0.7251, 4.0943, 2.1271)
O (-1.3926, 2.1867, 1.5523)
H (-4.9189, 0.8777, -1.2384)
H (-0.3741, -3.4589, 1.8242)
H (-1.8374, 2.8045, 3.5205)
H (3.0905, -1.2589, 0.4130)
H (-2.3888, 1.1921, 3.0612)
C (-1.2008, 3.5773, 1.2888)
C (1.2132, -2.3652, 0.7711)
C (2.8027, 1.7962, 1.7890)
H (-3.7101, 1.2685, 1.3663)
H (-1.3210, 0.6174, -2.1219)
H (-3.4146, 1.7894, -1.1204)
H (0.5501, -3.0023, -2.6508)
C (-0.3128, 1.2829, 3.4871)
H (1.5092, 0.2238, -4.3134)
C (4.0797, 2.0802, 1.4454)
H (-3.5692, 0.4520, -2.2787)
H (0.5404, -4.0168, -0.4886)
H (-0.1613, 0.4234, -3.8386)
C (-0.3135, 3.6684, 0.1012)
Re (0.0968, 0.8005, 0.5506)
O (-0.1060, 4.8619, -0.3540)
N (4.1799, 1.8121, 0.0979)
H (-2.1486, 4.0750, 1.0764)
C (-1.0520, -1.0975, 0.6599)
H (-1.4086, -1.5356, 1.5782)
H (1.2366, -3.6237, 2.5068)
H (4.9108, 2.4382, 2.0294)
H (2.0557, -3.2879, -1.0439)
C (-3.8329, 0.7896, -1.2741)
H (3.1508, -0.2660, -2.6552)
C (-1.5760, 1.9058, 2.9691)
C (1.0460, -0.8628, -2.5193)
H (-5.0164, 0.1168, 1.1375)
C (0.2520, -1.3603, 0.0860)
H (5.0114, 1.9044, -0.4645)
H (2.3673, -0.9953, 2.0049)
H (2.0402, -4.3080, 0.3851)

Properties
LUMO (alpha / beta) (eV): -6.817 / -7.460
2S+1: 2
Charge: +2
E (eV): -40838.64632
Kohn-Sham gap (alpha / beta) (eV): 8.3 / 7.5